# C3H5ClN2

An isolated molecule of C3H5ClN2 at a distorted geometry (ωB97M-V with the def2-TZVPD basis set, the OMol25 dataset).

Last columns: bonded neighbours and bond lengths (Å).
Cartesian coordinates (Å):
1 C 1.42749 -0.65862 -0.22941  N4 1.227, H7 1.057
2 C 0.06995 1.21915 -0.00908  N4 1.365, N5 1.570, H8 1.165, H9 1.071
3 C -0.97529 -0.98883 0.13808  N5 1.347, Cl6 1.765, H10 1.032
4 N 1.22994 0.55092 -0.27816  C1 1.227, C2 1.365
5 N -1.03926 0.28014 0.58604  C2 1.570, C3 1.347, H11 1.004
6 Cl -1.33675 -1.28794 -1.56359  C3 1.765
7 H 2.28865 -1.17734 -0.55636  C1 1.057
8 H 0.22714 2.05700 0.78477  C2 1.165
9 H -0.31830 1.33962 -1.00035  C2 1.071
10 H -0.60829 -1.85167 0.56894  C3 1.032
11 H -0.96528 0.51756 1.55912  N5 1.004

Computed properties:
Kohn-Sham gap (alpha / beta): 0.2928 / 0.2946 hartree
M: 104.5 g/mol
strongest force on any atom: 2.946 eV/Å
HOMO (alpha / beta): -0.2751 / -0.2762 Eh
charge: 0